A structure of composition C29H31AuN6O2S, computed with ωB97M-V/def2-TZVPD.

Atoms and positions in Å:
Au: 0.406 -0.118 0.687
C: 1.169 0.366 3.567
N: 0.345 -0.457 2.690
C: -0.523 -1.341 3.096
C: -1.238 -2.081 2.163
C: -2.158 -3.146 2.274
C: -2.492 -3.505 0.984
C: -1.761 -2.654 0.117
N: -1.024 -1.817 0.826
C: 0.794 1.830 3.408
C: -0.314 2.345 4.072
C: -0.615 3.693 3.971
C: 0.170 4.524 3.180
C: 1.259 4.006 2.495
C: 1.565 2.657 2.600
H: 2.212 0.237 3.267
H: 1.049 0.036 4.598
H: -0.655 -1.532 4.156
H: -2.512 -3.576 3.197
H: -3.154 -4.293 0.666
H: -1.755 -2.648 -0.964
H: -0.932 1.700 4.688
H: -1.455 4.102 4.517
H: -0.068 5.577 3.100
H: 1.879 4.656 1.890
H: 2.423 2.248 2.076
C: -2.717 3.628 0.306
S: -1.718 2.275 -0.351
O: -1.006 1.753 0.888
C: -3.053 1.113 -0.668
C: -3.394 0.796 -1.975
C: -4.424 -0.105 -2.202
C: -5.090 -0.680 -1.129
C: -4.725 -0.372 0.177
C: -3.696 0.526 0.411
H: -3.389 3.259 1.077
H: -3.271 4.060 -0.526
H: -2.024 4.358 0.723
H: -2.865 1.256 -2.803
H: -4.712 -0.353 -3.215
H: -5.902 -1.372 -1.310
H: -5.247 -0.820 1.010
H: -3.386 0.773 1.420
N: 0.741 1.026 -5.848
C: 0.754 1.377 -4.567
N: 0.921 2.660 -4.235
N: 0.573 0.412 -3.678
C: 0.559 0.401 -2.417
N: 0.525 0.294 -1.259
H: 0.858 1.689 -6.595
H: 0.619 0.056 -6.083
H: 1.128 3.356 -4.933
H: 0.972 2.936 -3.270
C: 4.970 -0.720 0.231
C: 3.550 -1.187 0.081
O: 2.692 -0.556 0.713
C: 3.288 -2.367 -0.762
C: 1.992 -2.871 -0.918
C: 1.760 -4.007 -1.668
C: 2.821 -4.666 -2.276
C: 4.111 -4.177 -2.136
C: 4.346 -3.039 -1.388
H: 4.992 0.184 0.833
H: 5.413 -0.520 -0.744
H: 5.566 -1.489 0.725
H: 1.166 -2.373 -0.439
H: 0.754 -4.392 -1.774
H: 2.641 -5.562 -2.854
H: 4.936 -4.692 -2.609
H: 5.360 -2.681 -1.287

Summary:
Total charge: +2
Frontier orbital gap (alpha / beta), eV: 5.2 / 5.2
E, Eh: -2135.985672
HOMO level (alpha / beta), eV: -13.3 / -13.3

Atomic partial charges in e from the Löwdin method, atoms 1 to 6: 1.293, -0.130, -0.089, -0.032, -0.317, -0.003